# 1
Computed, not measured: a structure of composition C2H4O3Rb, with ωB97M-V/def2-TZVPD.

Structure (ORCA input):
```
! wB97M-V def2-TZVPD RIJCOSX def2/J DEFGRID3
* xyz 1 1
O -0.21 2.25 -0.22
C -0.72 1.36 0.55
Rb 1.01 -2.47 -0.58
O -1.92 1.08 0.92
O 0.20 0.52 0.78
H 0.81 1.59 -0.23
C -3.04 1.19 0.04
H -3.42 0.18 -0.14
H -3.80 1.73 0.60
H -2.89 1.75 -0.88
*
```

Values from the calculation:
E, eV: -8929.5417
Energy relative to the best compared isomer or geometry (same formula, charge and spin), eV: 2.3123

# 2
Computed, not measured: an isolated molecule of C9H10FO2P, with ωB97M-V/def2-TZVPD.

Structure (ORCA input):
```
! wB97M-V def2-TZVPD RIJCOSX def2/J DEFGRID3
* xyz 0 3
C -1.28 1.04 0.43
C -0.29 -1.20 -1.17
C -2.15 -0.15 0.25
C -1.63 -1.33 -0.51
C -0.06 0.95 0.00
C 0.47 -0.16 -0.82
C -1.77 -1.55 0.97
C 2.08 1.62 -0.56
C -0.50 -1.60 1.79
O 0.84 1.99 -0.01
O 1.72 0.05 -1.25
F 2.90 1.30 0.44
P 2.69 2.60 -1.96
H -1.79 1.83 0.96
H 0.17 -1.99 -1.74
H -3.25 0.00 0.19
H -2.33 -1.94 -1.14
H -2.61 -2.19 1.37
H 0.45 -1.67 1.24
H -0.52 -2.58 2.40
H -0.41 -0.81 2.59
H 3.93 1.93 -2.18
H 3.33 3.84 -1.28
*
```

Values from the calculation:
E, eV: -25589.3841
Expectation value of S²: 2.0120

# 3
Computed, not measured: a structure of composition C37H27BrIN5O3SSr, with ωB97M-V/def2-TZVPD.

Structure (ORCA input):
```
! wB97M-V def2-TZVPD RIJCOSX def2/J DEFGRID3
* xyz 0 1
Sr 0.11 0.23 0.28
C 2.11 -3.98 0.22
C 1.16 -2.98 -0.03
N 1.46 -1.82 -0.58
C 2.74 -1.58 -0.91
C 3.76 -2.53 -0.74
C 3.41 -3.76 -0.15
C 5.09 -2.23 -1.16
C 5.39 -1.04 -1.74
C 4.38 -0.04 -1.92
C 4.64 1.21 -2.51
C 3.63 2.12 -2.64
C 2.36 1.78 -2.14
N 2.09 0.62 -1.58
C 3.07 -0.30 -1.48
H 1.80 -4.90 0.69
H 0.12 -3.13 0.23
H 4.17 -4.51 0.02
H 5.86 -2.98 -1.02
H 6.40 -0.82 -2.07
H 5.64 1.43 -2.86
H 3.79 3.08 -3.09
H 1.53 2.47 -2.21
I -0.55 3.56 0.27
C -1.25 3.69 -1.73
C -1.56 4.93 -2.20
C -2.05 5.06 -3.52
C -2.20 3.95 -4.30
C -1.88 2.66 -3.81
C -2.03 1.51 -4.62
C -1.70 0.28 -4.12
C -1.20 0.15 -2.81
C -1.02 1.22 -1.94
C -1.38 2.49 -2.47
H -1.45 5.80 -1.58
H -2.30 6.04 -3.90
H -2.58 4.03 -5.31
H -2.42 1.63 -5.62
H -1.82 -0.60 -4.74
H -0.95 -0.86 -2.48
C -5.14 0.35 3.16
C -4.06 1.29 2.60
C -3.24 0.64 1.60
N -2.58 0.13 0.80
H -5.72 0.87 3.91
H -4.68 -0.52 3.63
H -5.81 0.01 2.37
H -3.38 1.62 3.38
H -4.51 2.17 2.15
O -1.35 1.54 4.18
C -0.28 1.02 3.90
N -0.01 0.29 2.80
S 1.50 -0.26 2.82
O 1.59 -1.70 2.90
O 2.20 0.30 1.67
C 2.03 0.51 4.32
C 3.24 0.50 4.98
C 3.32 1.20 6.18
C 2.21 1.87 6.68
C 0.99 1.86 6.00
C 0.92 1.17 4.81
H 4.10 -0.03 4.58
H 4.25 1.22 6.72
H 2.29 2.41 7.62
H 0.12 2.38 6.39
Br -5.09 -5.78 -2.85
C -3.85 -4.58 -2.08
C -2.54 -4.54 -2.54
C -1.68 -3.65 -1.93
N -2.03 -2.83 -0.94
C -3.29 -2.88 -0.52
C -4.24 -3.74 -1.05
H -2.21 -5.18 -3.34
H -0.64 -3.58 -2.26
H -3.55 -2.19 0.27
H -5.25 -3.74 -0.68
*
```

Values from the calculation:
E, eV: -142217.0702
Energy relative to the best compared isomer or geometry (same formula, charge and spin), eV: 0.7573

# 4
Computed, not measured: the ion C5H7O4P with charge -2, with ωB97M-V/def2-TZVPD.

Structure (ORCA input):
```
! wB97M-V def2-TZVPD RIJCOSX def2/J DEFGRID3
* xyz -2 1
C -1.25 -0.67 -0.23
C -0.94 -1.36 1.11
C -0.75 0.84 -0.19
C 0.48 -1.23 1.64
C 0.76 0.87 -0.02
O 3.28 0.89 -1.36
O 1.15 1.70 -2.64
O 1.42 2.13 -0.01
O 1.08 0.20 1.19
P 1.82 1.16 -1.39
H -0.76 -1.11 -1.11
H -2.39 -0.57 -0.39
H -1.72 -1.08 1.84
H -1.08 -2.42 0.88
H -0.98 1.49 -1.10
H -1.17 1.29 0.82
H 1.06 -2.12 0.97
*
```

Values from the calculation:
E, eV: -22774.5819
Energy relative to the best compared isomer or geometry (same formula, charge and spin), eV: 2.5767

Strongest force on any atom (eV/A)
4.7, 9.1, 2.3, 3.7
Molecular weight (g/mol)
161.5, 200.1, 916.2, 162.1